Entry from OMol25: an isolated molecule of C17H24N4O3 at a distorted geometry (ωB97M-V with the def2-TZVPD basis set).

As for the SMILES: NCCCC[C@H](NC(=O)[C@@H](N)Cc1c[nH]c2ccccc12)C(=O)O. The energy relative to the best compared isomer or geometry (same formula, charge and spin) is 63.33 kJ/mol. The molecular weight comes out at 332.4 g mol⁻¹. As for the energy: -30122.541 eV. For the HOMO energy, the calculation gives -7.886 eV. The value obtained for the LUMO energy is 0.381 eV. The calculation puts the HOMO-LUMO gap at 8.27 eV.

Last column: natural (NBO) charge in e.
Cartesian coordinates (Å):
N1 -1.246542 -6.069218 -3.213977  -0.831
C1 -0.095108 -5.319591 -2.744420  -0.210
C2 -0.098343 -3.908117 -3.328394  -0.407
C3 1.134733 -3.103953 -2.909892  -0.414
C4 1.085583 -1.628642 -3.363192  -0.397
C5 0.551159 -0.641600 -2.296123  -0.153
N2 1.503378 -0.491922 -1.232287  -0.613
C6 1.652657 0.543690 -0.351989  0.686
O1 2.450474 0.453455 0.568990  -0.620
C7 0.852735 1.814267 -0.625657  -0.141
N3 -0.571527 1.485797 -0.754462  -0.849
C8 1.196439 2.947429 0.378417  -0.439
C9 0.214168 3.109553 1.513938  -0.117
C10 -0.698766 4.119511 1.607018  -0.028
N4 -1.466322 3.961312 2.748665  -0.537
C11 -1.043233 2.828599 3.415879  0.113
C12 -1.503264 2.283131 4.617005  -0.237
C13 -0.884482 1.134425 5.053870  -0.211
C14 0.171880 0.546378 4.333811  -0.237
C15 0.630232 1.103540 3.145735  -0.206
C16 0.007112 2.271141 2.665583  -0.049
C17 -0.802485 -1.136679 -1.761954  0.806
O2 -0.909922 -1.828202 -0.790357  -0.582
O3 -1.872713 -0.842038 -2.517305  -0.675
H1 -1.217206 -7.030574 -2.851353  0.357
H2 -2.093808 -5.644351 -2.838271  0.352
H3 0.815092 -5.858444 -3.069937  0.179
H4 -0.014788 -5.250682 -1.649881  0.164
H5 -1.022725 -3.383194 -2.971163  0.204
H6 -0.144092 -4.000372 -4.442881  0.207
H7 1.246412 -3.169598 -1.802219  0.208
H8 2.053649 -3.594391 -3.365923  0.211
H9 0.466843 -1.531687 -4.272601  0.211
H10 2.081193 -1.281808 -3.639060  0.223
H11 0.411320 0.332246 -2.777730  0.217
H12 1.966258 -1.350898 -0.915087  0.412
H13 1.184014 2.190895 -1.639047  0.203
H14 -1.109581 2.363625 -0.892573  0.369
H15 -0.912167 1.119166 0.141251  0.380
H16 2.209442 2.771476 0.779803  0.254
H17 1.218286 3.909857 -0.190984  0.210
H18 -0.868678 4.975088 0.915903  0.210
H19 -2.184515 4.626485 3.064818  0.415
H20 -2.326183 2.733178 5.214821  0.214
H21 -1.237612 0.648772 5.974928  0.211
H22 0.629477 -0.339471 4.725949  0.212
H23 1.413910 0.649633 2.604199  0.241
H24 -1.666244 -0.130944 -3.126971  0.485

Atomic forces in eV per Å
N -0.4 -0.5 0.3
C 0.7 0.1 0.0
C -0.4 0.1 -0.2
C 0.9 -0.4 -0.2
C -0.2 -0.1 0.0
C -0.2 0.0 -0.4
N 0.5 -0.6 0.5
C 0.3 -0.3 0.0
O -0.3 0.1 -0.3
C 0.1 0.7 -0.8
N -0.5 0.7 0.3
C 0.1 0.5 0.1
C 0.1 0.2 -0.5
C -0.2 0.6 -0.3
N -0.6 0.7 0.1
C -0.3 0.5 0.0
C -0.5 0.2 0.4
C -0.1 -0.4 0.4
C -0.1 0.6 -0.5
C -1.0 0.3 0.9
C 0.2 -0.4 0.3
C 0.4 0.0 0.1
O 0.0 0.0 0.0
O -0.3 -0.2 0.0
H -0.1 0.6 -0.2
H 0.1 -0.2 -0.1
H -0.3 0.3 0.0
H -0.1 0.0 0.0
H 0.6 -0.4 -0.4
H -0.1 0.2 0.8
H 0.0 0.0 -0.7
H -1.0 0.5 0.6
H 0.1 -0.1 0.3
H 0.0 0.1 0.0
H 0.0 -0.2 0.1
H -0.3 0.6 -0.2
H -0.2 -0.5 0.8
H 0.5 -0.8 0.1
H 0.1 0.1 -0.3
H -0.4 0.1 -0.2
H 0.0 -0.7 0.4
H 0.2 -0.8 0.7
H 0.8 -0.8 -0.3
H 0.7 -0.3 -0.7
H 0.2 0.3 -0.4
H 0.2 -0.3 0.1
H 0.8 -0.4 -0.5
H 0.1 0.2 -0.2